Entry 1:
{
  "formula": "C26H49F6N7O12S2V",
  "method": "wB97M-V/def2-TZVPD",
  "multiplicity": 4,
  "s_squared": 3.75,
  "gap_ev": [8.3, 8.4],
  "mol_weight_da": 880.8,
  "total_energy_ev": -126420.318,
  "elements": ["V", "C", "F", "F", "F", "S", "O", "O", "N", "S", "O", "O", "C", "F", "F", "F", "C", "C", "O", "O", "H", "H", "H", "C", "O", "N", "C", "C", "H", "H", "H", "H", "H", "H", "H", "C", "O", "N", "C", "C", "H", "H", "H", "H", "H", "H", "H", "C", "O", "N", "C", "C", "H", "H", "H", "H", "H", "H", "H", "C", "O", "N", "C", "C", "H", "H", "H", "H", "H", "H", "H", "C", "C", "O", "C", "H", "H", "H", "H", "H", "H", "C", "C", "O", "C", "H", "H", "H", "H", "H", "H", "C", "C", "N", "H", "H", "H", "C", "C", "N", "H", "H", "H"],
  "coordinates": [[12.057, -14.858, -22.746], [9.309, -15.222, -19.918], [9.306, -16.090, -20.913], [8.639, -14.161, -20.316], [8.767, -15.754, -18.843], [11.139, -14.844, -19.518], [11.185, -14.175, -18.245], [11.779, -16.126, -19.583], [11.527, -13.910, -20.917], [11.462, -12.323, -20.625], [11.409, -11.645, -21.901], [10.429, -11.934, -19.707], [13.094, -11.929, -19.823], [13.084, -10.666, -19.388], [13.460, -12.693, -18.817], [14.062, -11.983, -20.753], [10.976, -18.628, -24.054], [11.537, -17.323, -23.585], [11.971, -16.428, -24.381], [11.561, -17.001, -22.376], [11.744, -19.395, -24.147], [10.648, -18.461, -25.085], [10.090, -18.888, -23.481], [8.925, -13.774, -23.704], [10.063, -14.144, -23.459], [8.052, -14.530, -24.395], [6.620, -14.225, -24.372], [8.371, -15.875, -24.820], [8.582, -12.820, -23.289], [6.472, -13.158, -24.216], [5.979, -14.823, -23.727], [6.311, -14.375, -25.410], [8.232, -16.004, -25.897], [9.419, -16.155, -24.712], [7.759, -16.580, -24.256], [16.469, -19.226, -26.410], [16.973, -20.237, -26.846], [15.166, -19.148, -26.032], [14.770, -17.991, -25.219], [14.234, -20.233, -25.900], [16.975, -18.254, -26.328], [14.668, -18.264, -24.168], [13.801, -17.669, -25.607], [15.405, -17.110, -25.295], [13.306, -19.987, -26.428], [14.521, -21.148, -26.414], [14.034, -20.434, -24.846], [13.127, -12.555, -24.817], [12.854, -13.218, -23.826], [13.842, -13.023, -25.842], [14.404, -14.370, -25.885], [13.914, -12.236, -27.068], [12.839, -11.505, -24.919], [14.778, -14.577, -24.881], [15.245, -14.353, -26.575], [13.741, -15.198, -26.138], [13.677, -12.786, -27.980], [13.292, -11.349, -26.986], [14.943, -11.922, -27.269], [7.821, -20.068, -18.935], [7.081, -20.334, -19.870], [9.050, -19.555, -19.057], [9.874, -19.114, -17.952], [9.688, -19.326, -20.330], [7.560, -20.245, -17.881], [10.841, -19.615, -18.009], [9.368, -19.346, -17.013], [10.042, -18.035, -17.963], [8.949, -19.381, -21.127], [10.257, -18.398, -20.387], [10.405, -20.146, -20.430], [6.607, -21.817, -27.699], [7.572, -21.586, -26.569], [7.699, -22.416, -25.694], [8.493, -20.408, -26.664], [6.805, -21.071, -28.469], [5.597, -21.655, -27.319], [6.710, -22.829, -28.082], [7.951, -19.533, -27.026], [9.380, -20.720, -27.214], [8.801, -20.119, -25.657], [13.001, -20.771, -21.404], [13.497, -19.651, -20.549], [13.036, -19.435, -19.455], [14.538, -18.727, -21.123], [13.866, -21.362, -21.707], [12.459, -20.430, -22.288], [12.269, -21.315, -20.807], [15.471, -19.253, -21.342], [14.754, -17.989, -20.351], [14.220, -18.214, -22.030], [11.631, -18.053, -28.179], [12.727, -18.332, -29.123], [13.549, -18.571, -29.885], [12.081, -18.044, -27.185], [10.972, -18.915, -28.263], [11.201, -17.091, -28.441], [8.422, -21.684, -22.608], [9.039, -22.432, -21.514], [9.552, -23.022, -20.673], [7.662, -21.014, -22.215], [8.040, -22.413, -23.324], [9.170, -21.184, -23.225]],
  "forces_ev_per_angstrom": [[-1.3, -0.9, -1.0], [1.6, 0.3, 0.1], [-0.2, -0.5, -0.3], [-0.4, 0.5, 0.2], [-0.4, -0.1, 0.2], [-0.4, -0.2, 0.1], [-0.2, 0.1, -1.2], [0.0, 0.4, -0.7], [0.2, -0.7, 2.6], [-1.9, 1.2, -1.0], [0.9, -0.5, 0.7], [0.8, -0.4, 0.2], [0.9, 1.1, -0.3], [-0.5, 0.0, 0.0], [-0.4, -0.5, 0.1], [-0.1, -0.4, -0.3], [-0.3, 0.6, -1.2], [0.7, 1.8, 0.4], [0.1, -0.2, -1.1], [-0.3, -0.4, 1.2], [-0.1, -0.2, 0.5], [0.0, 0.0, 0.0], [0.3, -0.4, 0.3], [0.1, -0.9, 0.4], [1.1, -0.3, -0.1], [-0.4, 0.3, 0.9], [0.4, 0.7, -1.7], [0.5, -0.5, -0.4], [-0.4, 0.0, -0.3], [0.0, -0.1, 0.4], [0.4, -0.1, 0.3], [-0.4, -0.1, 0.1], [-0.6, 0.2, 0.0], [0.0, 0.5, 0.6], [0.0, -0.1, -0.1], [-0.5, -1.3, -0.5], [0.3, 0.3, 0.0], [0.3, 1.6, 1.0], [-0.8, -0.2, -0.8], [-0.3, -0.6, -0.8], [0.2, 0.0, 0.0], [0.0, 0.0, 0.1], [-0.2, 0.1, 0.4], [0.5, -0.3, -0.2], [-0.2, 0.3, 0.4], [0.7, 0.1, 0.2], [-0.1, -0.1, 0.0], [0.4, -0.5, -0.2], [0.1, -0.3, 0.5], [-0.6, 0.0, -1.1], [0.4, 0.2, 0.8], [0.9, 0.3, -0.3], [-0.2, 0.0, 0.1], [0.1, -0.1, -0.1], [0.0, 0.0, 0.0], [-0.5, 0.4, -0.2], [-0.6, -0.3, 0.3], [-0.1, -0.1, -0.1], [0.0, 0.2, 0.3], [0.2, 0.1, -0.2], [-0.1, -0.1, 0.1], [0.4, 1.1, 0.1], [-0.3, -0.3, 0.6], [0.1, -0.8, -0.4], [-0.2, 0.0, 0.0], [0.0, 0.0, 0.2], [0.1, -0.1, 0.0], [0.0, 0.0, -0.2], [0.0, 0.1, 0.0], [-0.2, 0.1, 0.2], [0.1, 0.1, -0.4], [0.0, 0.8, 0.0], [0.4, -1.4, 0.0], [-0.1, 0.4, 0.0], [-0.4, 0.6, 1.2], [-0.2, -0.2, -0.3], [-0.1, -0.2, -0.1], [-0.1, 0.0, 0.0], [0.4, -0.1, -0.7], [-0.1, 0.3, -0.4], [0.2, -0.3, 0.0], [-0.3, -0.3, 0.3], [-0.5, 0.9, -0.3], [0.1, -0.2, 0.2], [0.6, 0.2, 0.5], [-0.2, -0.3, -0.1], [0.3, 0.3, -0.1], [0.3, -0.4, -0.1], [-0.1, -0.1, -0.1], [0.0, 0.1, -0.1], [-0.3, -0.1, 0.0], [1.2, -0.6, -0.4], [-0.3, 0.1, 0.1], [0.2, 0.0, -0.1], [-0.3, 0.2, 0.1], [-0.5, 0.4, 0.1], [-0.4, -0.1, 0.2], [0.2, -0.8, -0.4], [0.2, 0.3, -0.1], [0.0, 0.0, 0.0], [0.0, 0.0, -0.1], [-0.5, 0.1, 0.2], [0.2, 0.3, 0.5]]
}

***

Entry 2:
{
  "formula": "C26H49N7O5P2",
  "method": "wB97M-V/def2-TZVPD",
  "gap_ev": 7.8,
  "smiles": "C=CC1=C(O)C(=O)c2c(CCN)cccc2C1=O.CN(C)P(=O)(N(C)C)N(C)C.CN(C)P(=O)(N(C)C)N(C)C",
  "mol_weight_da": 601.7,
  "total_energy_ev": -66997.314,
  "elements": ["C", "C", "C", "C", "O", "C", "O", "C", "C", "C", "C", "N", "C", "C", "C", "C", "C", "O", "H", "H", "H", "H", "H", "H", "H", "H", "H", "H", "H", "H", "H", "O", "P", "N", "C", "C", "N", "C", "C", "N", "C", "C", "H", "H", "H", "H", "H", "H", "H", "H", "H", "H", "H", "H", "H", "H", "H", "H", "H", "H", "O", "P", "N", "C", "C", "N", "C", "C", "N", "C", "C", "H", "H", "H", "H", "H", "H", "H", "H", "H", "H", "H", "H", "H", "H", "H", "H", "H", "H"],
  "coordinates": [[-0.301, 2.920, -1.822], [-0.804, 2.231, -2.859], [0.064, 1.170, -3.441], [1.224, 1.469, -4.036], [1.687, 2.743, -4.172], [2.082, 0.354, -4.555], [2.711, 0.458, -5.577], [2.041, -0.895, -3.715], [3.165, -1.712, -3.515], [4.490, -1.334, -4.157], [5.660, -2.336, -3.929], [6.595, -1.894, -2.881], [3.013, -2.826, -2.691], [1.796, -3.112, -2.099], [0.677, -2.321, -2.300], [0.826, -1.204, -3.101], [-0.324, -0.268, -3.333], [-1.462, -0.640, -3.452], [0.734, 3.249, -1.820], [-0.881, 3.137, -0.930], [-1.794, 2.452, -3.245], [1.585, 3.054, -5.080], [4.803, -0.398, -3.682], [4.404, -1.128, -5.219], [5.318, -3.350, -3.750], [6.240, -2.325, -4.854], [6.100, -1.932, -1.996], [6.854, -0.932, -3.054], [3.861, -3.463, -2.485], [1.673, -3.964, -1.440], [-0.286, -2.541, -1.860], [2.979, -3.348, 1.562], [2.899, -2.547, 2.836], [2.952, -0.968, 2.174], [3.605, 0.187, 2.741], [1.725, -0.585, 1.490], [4.433, -3.039, 3.503], [5.664, -2.466, 2.976], [4.550, -4.494, 3.560], [2.313, -2.025, 4.438], [3.214, -1.777, 5.548], [1.182, -2.848, 4.909], [3.042, 0.634, 3.576], [3.715, 0.955, 1.971], [4.614, -0.031, 3.081], [0.951, -0.256, 2.200], [1.325, -1.423, 0.917], [1.914, 0.222, 0.779], [5.688, -2.440, 1.879], [6.525, -3.041, 3.319], [5.824, -1.457, 3.357], [4.790, -4.930, 2.584], [3.613, -4.944, 3.902], [5.325, -4.779, 4.275], [3.657, -2.690, 5.959], [2.643, -1.287, 6.343], [4.017, -1.095, 5.278], [1.498, -3.860, 5.189], [0.428, -2.936, 4.121], [0.695, -2.385, 5.769], [-4.267, 3.854, -1.186], [-5.024, 2.984, -0.212], [-5.023, 1.516, -1.085], [-6.081, 0.536, -1.141], [-3.717, 0.873, -1.123], [-6.550, 3.823, -0.314], [-7.405, 3.621, -1.476], [-6.395, 5.252, -0.057], [-5.481, 2.241, 1.345], [-6.859, 2.176, 1.796], [-4.633, 2.716, 2.455], [-6.140, -0.087, -0.235], [-5.910, -0.132, -1.989], [-7.055, 0.986, -1.316], [-3.511, 0.320, -0.192], [-2.929, 1.615, -1.255], [-3.641, 0.183, -1.964], [-6.855, 3.663, -2.424], [-8.187, 4.380, -1.505], [-7.933, 2.668, -1.416], [-5.998, 5.789, -0.925], [-5.710, 5.422, 0.779], [-7.357, 5.688, 0.219], [-7.265, 3.148, 2.090], [-6.898, 1.512, 2.665], [-7.513, 1.741, 1.044], [-4.847, 3.759, 2.720], [-3.577, 2.648, 2.176], [-4.771, 2.097, 3.343]],
  "forces_ev_per_angstrom": [[0.0, 0.1, 0.2], [0.3, 0.0, 0.2], [0.3, 1.5, -0.9], [0.1, -0.6, 0.0], [-0.1, 0.1, -0.1], [-0.3, -0.3, 0.5], [0.3, 0.3, -0.2], [0.1, -0.1, 0.1], [-0.1, 0.2, -0.6], [0.4, -0.8, 0.6], [0.3, 1.4, -0.4], [-0.5, -0.8, 0.1], [0.0, 0.3, 0.0], [-0.5, -0.4, 0.5], [0.3, 0.2, -0.4], [-0.2, 0.4, -0.2], [0.5, 0.1, -0.1], [-0.5, -0.1, 0.3], [0.4, -1.2, 0.5], [-0.5, 1.2, -0.7], [-0.5, -1.1, 0.7], [0.2, -0.1, -0.1], [0.0, 0.1, -0.2], [-0.4, 0.0, 0.0], [0.1, -0.1, 0.0], [-0.1, -0.3, 0.0], [0.2, 0.2, 0.1], [0.0, 0.0, 0.1], [-0.1, 0.0, 0.1], [0.3, -0.1, 0.0], [0.0, -0.1, 0.0], [-3.3, -0.9, 1.0], [5.7, 2.6, -0.2], [0.3, -0.1, -0.6], [-0.1, 0.1, 0.7], [-0.3, -0.4, -0.1], [0.5, 0.5, 0.3], [0.0, 0.2, -0.2], [-0.3, -0.1, 0.0], [-2.6, -1.9, -0.7], [0.6, -0.1, 0.0], [-0.2, 0.1, -0.2], [0.0, 0.0, 0.0], [-0.1, -0.1, -0.1], [-0.1, -0.1, 0.1], [0.0, 0.1, -0.1], [0.1, 0.0, 0.0], [0.1, 0.0, 0.1], [0.1, 0.0, 0.0], [-0.1, -0.2, 0.0], [0.0, 0.0, -0.1], [-0.1, 0.0, 0.0], [0.0, 0.0, 0.0], [0.0, 0.1, 0.0], [0.0, 0.0, 0.0], [-0.2, 0.0, -0.2], [0.0, -0.1, -0.1], [-0.1, 0.0, 0.1], [0.0, 0.0, 0.0], [0.1, 0.0, 0.0], [2.4, -0.1, 2.7], [-5.1, -1.0, -3.5], [0.1, 0.2, -0.6], [-0.3, -0.1, 0.6], [0.3, 0.2, 0.2], [-0.6, -0.4, -0.1], [0.1, -0.2, -0.2], [0.3, 0.0, 0.2], [2.9, 1.2, 1.1], [-0.5, 0.2, -0.3], [0.2, -0.2, -0.1], [0.0, 0.0, 0.0], [0.2, 0.0, 0.0], [0.1, 0.1, 0.1], [0.0, -0.1, -0.1], [-0.1, 0.0, 0.0], [-0.1, 0.0, 0.0], [0.0, 0.0, 0.0], [0.1, 0.1, 0.1], [0.1, 0.0, -0.1], [0.1, 0.0, 0.0], [0.0, 0.0, 0.0], [0.0, -0.1, 0.0], [0.0, 0.0, 0.0], [0.3, 0.0, 0.0], [0.1, 0.1, -0.1], [0.0, 0.0, 0.1], [0.0, 0.0, 0.0], [-0.1, 0.0, 0.0]]
}